1.
The following is a DFT calculation (wB97M-V/def2-TZVPD) of CH4N2S3 in the gas phase.

Atoms and positions in Å:
N: 1.71 1.10 -0.22
S: 0.27 1.23 -1.18
C: -0.74 -0.11 -0.59
S: -2.11 -0.53 -1.48
N: -0.48 -0.58 0.63
S: -1.13 -1.99 1.28
H: 2.51 0.62 -0.75
H: 1.85 1.90 0.40
H: 0.44 -0.10 0.87
H: -2.31 -1.54 1.05

Values from the calculation:
Total charge: 0
Molecular weight in g mol⁻¹: 140.3
E_tot in eV: -36586.587
Structure (SMILES): NSC(=S)NS

natural (NBO) population analysis, charges in e, atoms 1 to 8: atom 1 (N): -1.051, atom 2 (S): 0.477, atom 3 (C): -0.096, atom 4 (S): -0.186, atom 5 (N): -0.768, atom 6 (S): 0.243, atom 7 (H): 0.415, atom 8 (H): 0.404

2.
The following is a DFT calculation (wB97M-V/def2-TZVPD) of a molecular structure, C51H51BBrMgN8O2P2S.

Atoms and positions in Å:
Mg: -21.04 2.23 8.15
Br: -18.53 7.38 12.32
C: -19.65 6.16 11.37
C: -19.08 5.18 10.65
C: -19.96 4.28 9.72
C: -21.41 4.22 10.20
C: -21.91 5.30 10.97
C: -21.13 6.28 11.50
N: -22.15 3.33 9.58
C: -23.48 3.38 9.34
C: -24.01 2.66 8.26
C: -25.30 2.75 7.80
C: -25.78 1.95 6.61
C: -24.94 0.69 6.38
C: -23.54 0.84 6.78
N: -23.06 1.72 7.62
H: -18.03 5.08 10.54
H: -19.46 3.29 9.66
H: -22.95 5.39 11.17
H: -21.48 7.06 12.12
H: -24.11 4.12 9.80
H: -25.86 3.57 8.22
H: -26.82 1.78 6.62
H: -25.33 -0.28 6.63
H: -22.78 0.12 6.48
S: -19.22 0.46 8.14
C: -22.54 6.18 5.86
N: -23.51 7.25 5.73
C: -23.34 8.34 4.74
C: -24.55 7.29 6.59
N: -25.42 7.31 7.37
H: -21.66 6.43 6.49
H: -22.23 5.87 4.87
H: -23.03 5.34 6.32
H: -22.49 9.00 4.96
H: -24.25 8.90 4.76
H: -23.25 7.79 3.81
C: -15.98 6.70 6.54
C: -16.90 7.18 7.68
C: -16.20 6.94 9.07
C: -18.31 6.62 7.67
N: -18.47 5.18 7.86
C: -19.86 4.83 8.26
N: -20.27 3.84 7.32
N: -19.35 3.81 6.37
N: -18.31 4.47 6.59
H: -15.07 7.26 6.45
H: -16.58 6.74 5.58
H: -15.78 5.64 6.67
H: -17.03 8.30 7.52
H: -15.94 5.86 9.12
H: -16.83 7.20 9.95
H: -15.22 7.46 9.16
H: -18.74 6.88 6.70
H: -18.87 7.14 8.42
H: -20.51 5.75 8.18
O: -19.09 -1.81 9.87
B: -19.44 -0.42 9.64
O: -20.20 0.02 10.74
C: -20.36 -1.04 11.57
C: -21.04 -1.04 12.78
C: -21.17 -2.27 13.35
C: -20.51 -3.41 12.85
C: -19.73 -3.37 11.72
C: -19.67 -2.14 11.06
H: -21.57 -0.18 13.21
H: -21.76 -2.40 14.27
H: -20.65 -4.37 13.35
H: -19.27 -4.23 11.26
C: -22.49 0.98 0.96
P: -21.62 1.15 2.61
C: -23.06 1.64 3.64
C: -23.96 0.64 3.85
C: -25.08 0.95 4.81
C: -25.44 2.37 5.10
C: -24.31 3.31 4.93
C: -23.23 3.00 4.26
C: -20.58 2.66 2.47
C: -20.99 3.96 2.18
C: -20.08 5.02 2.27
C: -18.75 4.79 2.65
C: -18.36 3.50 2.88
C: -19.25 2.43 2.75
P: -22.85 2.53 -0.05
C: -23.91 1.68 -1.37
C: -23.30 0.67 -2.09
C: -23.96 -0.01 -3.15
C: -25.27 0.28 -3.42
C: -25.92 1.33 -2.73
C: -25.22 2.04 -1.73
C: -24.27 3.46 0.78
C: -25.37 2.71 1.34
C: -26.44 3.41 1.88
C: -26.40 4.82 1.98
C: -25.36 5.52 1.42
C: -24.29 4.87 0.86
H: -23.31 0.27 1.21
H: -21.82 0.42 0.29
H: -23.83 -0.37 3.42
H: -25.96 0.35 4.53
H: -26.31 2.77 4.55
H: -24.41 4.30 5.39
H: -22.35 3.67 4.19
H: -22.01 4.20 2.03
H: -20.48 6.03 2.05
H: -18.08 5.66 2.78
H: -17.29 3.26 3.11
H: -18.95 1.40 2.98
H: -22.29 0.28 -1.86
H: -23.45 -0.78 -3.71
H: -25.81 -0.29 -4.15
H: -26.97 1.56 -2.98
H: -25.70 2.89 -1.25
H: -25.45 1.64 1.13
H: -27.30 2.93 2.35
H: -27.27 5.36 2.35
H: -25.38 6.61 1.51
H: -23.41 5.38 0.45

Values from the calculation:
Total charge: -1
Molecular weight in g mol⁻¹: 1017.1
E_tot in eV: -175307.950

Mulliken population analysis, charges in e, atoms 1 to 8: atom 1 (Mg): 0.073, atom 2 (Br): -0.240, atom 3 (C): 0.350, atom 4 (C): -1.514, atom 5 (C): 0.763, atom 6 (C): 0.142, atom 7 (C): -0.511, atom 8 (C): -1.206

3.
The following is a DFT calculation (wB97M-V/def2-TZVPD) of 2 unconnected molecules or ions with the total composition C5H11NO.

Atoms and positions in Å:
C: -2.80 0.33 -2.09
C: -2.15 0.14 -0.93
C: -0.70 -0.23 -0.90
N: 0.07 -0.10 -2.09
C: -0.15 -0.55 0.29
C: 0.88 -1.62 0.51
H: -2.37 -0.03 -3.02
H: -3.87 0.46 -2.07
H: -2.64 0.06 0.03
H: 0.74 -0.87 -2.16
H: -0.47 -0.18 -2.94
H: -0.44 0.04 1.15
H: 1.00 -2.49 -0.14
H: 0.84 -1.94 1.56
H: 1.90 -1.19 0.54
O: 3.79 2.59 4.14
H: 3.25 2.65 3.34
H: 3.15 2.94 4.77

Values from the calculation:
Total charge: 0
Molecular weight in g mol⁻¹: 101.1
E_tot in eV: -8898.752
Structure (SMILES): C=C/C(N)=C/C.O

natural (NBO) population analysis, charges in e, atoms 1 to 8: atom 1 (C): -0.415, atom 2 (C): -0.197, atom 3 (C): 0.138, atom 4 (N): -0.793, atom 5 (C): -0.254, atom 6 (C): -0.666, atom 7 (H): 0.180, atom 8 (H): 0.203

4.
The following is a DFT calculation (wB97M-V/def2-TZVPD) of C4H9NS2 in the gas phase.

Atoms and positions in Å:
C: 1.94 0.59 -1.25
C: 0.82 0.21 -0.30
S: 1.21 -1.25 0.67
C: 0.00 1.33 0.30
N: -0.44 1.27 1.66
C: -0.60 0.48 -0.80
S: -2.01 -0.54 -0.41
H: 2.86 0.75 -0.68
H: 2.16 -0.17 -1.99
H: 1.69 1.50 -1.78
H: 0.06 -1.89 0.45
H: 0.32 2.32 -0.01
H: -0.20 0.39 2.09
H: -1.45 1.41 1.74
H: -0.66 0.92 -1.80
H: -1.98 -1.27 -1.52

Values from the calculation:
Total charge: 0
Molecular weight in g mol⁻¹: 135.3
E_tot in eV: -27453.700
Structure (SMILES): C[C@@]1(S)[C@H](N)[C@@H]1S

natural (NBO) population analysis, charges in e, atoms 1 to 8: atom 1 (C): -0.603, atom 2 (C): -0.185, atom 3 (S): -0.020, atom 4 (C): -0.059, atom 5 (N): -0.828, atom 6 (C): -0.391, atom 7 (S): -0.005, atom 8 (H): 0.219

Q: total charge of number 3 (C5H11NO)?
A: 0